The following is a quantum chemistry calculation of C25H22BF6N11O11S2Tl as an isolated structure, from the OMol25 dataset.

The geometry in XYZ format:
```
79
Properties=species:S:1:pos:R:3:forces:R:3:lowdin_spin:R:1
Tl 0.4949 -0.3724 -0.8069 -0.17 -0.21 -0.07 -0.0012
C -1.4639 -3.2978 -2.3077 0.11 0.07 0.18 0.0000
C -2.1621 -2.9047 -1.0461 -0.25 0.02 0.20 0.0000
C -3.2708 -3.5003 -0.4097 0.02 -0.01 -0.02 0.0000
C -3.4924 -2.7249 0.7052 -0.06 -0.08 -0.09 0.0000
N -2.5749 -1.7307 0.7159 -0.23 -0.04 0.01 0.0000
N -1.7690 -1.8513 -0.3538 0.27 0.12 -0.07 -0.0002
B -2.5431 -0.5209 1.6807 0.32 -0.03 -0.20 0.0000
N -2.6679 0.8301 0.9252 -0.30 0.20 0.14 0.0000
C -3.0562 1.9984 1.4839 0.07 0.03 0.06 0.0000
C -2.8925 2.9968 0.5543 -0.01 0.01 0.01 0.0000
C -2.3626 2.3406 -0.5752 -0.11 -0.03 0.20 0.0002
C -2.0119 2.9235 -1.9044 0.03 -0.11 0.05 0.0001
N -2.2279 1.0452 -0.3296 0.09 -0.13 -0.29 0.0002
N -1.2429 -0.4357 2.5123 -0.07 -0.11 0.43 0.0000
C -1.0809 -0.2370 3.8367 0.13 0.06 -0.02 0.0000
C 0.2592 -0.0223 4.0735 0.07 0.06 -0.04 0.0000
C 0.8680 -0.1006 2.8059 -0.23 -0.06 0.22 0.0000
C 2.3095 0.0314 2.4429 -0.13 -0.01 -0.17 0.0000
N -0.0530 -0.3406 1.8864 -0.03 -0.02 -0.25 -0.0001
N -3.7609 -0.6782 2.6168 -0.08 0.17 0.10 0.0000
C -5.0015 -0.1659 2.4778 -0.09 -0.01 -0.05 0.0000
C -5.8118 -0.7484 3.4257 -0.04 -0.05 0.04 0.0000
C -4.9637 -1.6399 4.1123 0.04 0.12 -0.12 0.0000
C -5.2871 -2.5797 5.2300 0.10 0.01 -0.12 0.0000
N -3.7389 -1.5869 3.6132 0.03 -0.18 0.18 0.0000
H -2.1187 -3.8999 -2.9377 0.03 0.00 -0.03 0.0000
H -0.5604 -3.8695 -2.0860 0.01 -0.04 -0.06 0.0000
H -1.1612 -2.4028 -2.8523 0.00 -0.05 -0.09 0.0000
H -3.8328 -4.3637 -0.7271 0.03 -0.03 0.03 0.0000
H -4.2267 -2.8400 1.4849 0.01 0.11 0.00 0.0000
H -3.4030 2.0474 2.5036 0.02 -0.03 -0.01 0.0000
H -3.1176 4.0440 0.6746 0.04 0.01 -0.01 0.0000
H -2.9108 3.0594 -2.5115 0.03 0.02 -0.03 0.0000
H -1.3327 2.2577 -2.4364 0.05 0.02 -0.05 0.0000
H -1.5389 3.8993 -1.7779 0.03 -0.01 -0.05 0.0000
H -1.9077 -0.2685 4.5223 -0.07 -0.06 -0.05 0.0000
H 0.7388 0.1750 5.0183 -0.02 -0.04 0.02 0.0000
H 2.9197 0.1399 3.3383 0.04 0.03 -0.02 0.0000
H 2.4608 0.8971 1.7946 0.09 0.02 0.04 0.0000
H 2.6350 -0.8509 1.8915 0.07 -0.01 0.03 0.0000
H -5.2285 0.5698 1.7248 0.05 -0.04 -0.03 0.0000
H -6.8576 -0.5598 3.6047 0.00 0.02 -0.03 0.0000
H -6.1556 -2.2373 5.7925 0.01 -0.01 0.04 0.0000
H -4.4289 -2.6612 5.8961 -0.04 -0.02 0.06 0.0000
H -5.5002 -3.5776 4.8404 -0.04 -0.01 0.05 0.0000
O 2.6226 0.6610 -4.4576 0.08 -0.18 -0.07 0.1392
C 1.7281 1.1901 -3.7926 -0.19 1.35 0.46 0.0005
O 0.5986 0.8404 -3.4299 -0.07 -0.32 -0.34 0.0328
C 2.1153 2.6422 -3.3617 -0.44 -1.78 0.25 0.2071
C 2.4725 3.5327 -4.3347 0.43 1.29 -0.57 0.0201
C 2.8450 4.8374 -3.9984 -0.46 -1.51 0.25 0.1377
C 2.8920 5.2306 -2.6561 0.04 0.20 0.65 0.0049
C 2.5358 4.3716 -1.6584 -0.08 -0.04 -0.54 0.0791
C 2.0710 2.9896 -1.9307 0.26 0.67 0.23 0.0355
O 1.6775 2.2346 -1.0539 0.15 0.10 -0.35 0.2356
N 2.6229 4.8954 -0.2999 0.22 0.66 0.68 0.0070
O 2.3686 4.1877 0.6467 -0.01 -0.17 -0.31 0.0135
O 2.9630 6.0743 -0.1761 -0.10 -0.25 -0.14 0.0100
N 3.2240 5.7649 -5.0221 0.21 0.64 -0.58 0.0174
O 3.6023 6.8797 -4.6839 -0.06 -0.15 0.09 0.0454
O 3.1564 5.4074 -6.1874 -0.05 -0.07 0.16 0.0197
H 2.4709 3.2384 -5.3748 0.07 -0.14 0.05 -0.0025
H 3.2197 6.2238 -2.3933 -0.01 0.02 -0.03 -0.0019
F 4.2216 -2.4085 -3.2595 -0.01 0.05 0.10 0.0000
C 5.1450 -1.8742 -2.4697 0.10 -0.06 0.15 0.0000
F 6.2075 -2.7048 -2.4498 -0.11 0.08 -0.01 0.0000
F 5.5507 -0.7161 -3.0012 -0.09 -0.06 0.08 -0.0002
S 4.5346 -1.6015 -0.7280 0.45 -0.12 -0.54 0.0000
O 3.3595 -0.7885 -0.8831 0.05 -0.13 0.06 0.0002
O 5.6862 -1.0356 -0.0924 0.05 -0.06 0.20 0.0000
N 4.2912 -3.0761 -0.2153 -0.27 0.51 -0.16 0.0000
S 2.8416 -3.7137 -0.2570 0.24 -0.89 0.45 0.0000
O 1.8737 -3.0866 0.5926 -0.15 0.23 0.08 -0.0001
O 2.4139 -4.1873 -1.5406 -0.04 0.04 -0.20 0.0000
C 3.3316 -5.2705 0.6606 0.28 0.19 -0.07 0.0000
F 4.3004 -5.9278 0.0013 -0.14 0.06 0.09 0.0000
F 2.2991 -6.1133 0.7970 -0.05 0.22 -0.09 0.0000
F 3.7887 -4.9834 1.8869 -0.09 -0.06 -0.12 0.0000
```
Positions in Å, forces in eV/Å.

For the frontier orbital gap (alpha / beta), the calculation gives 6.82 / 4.68 eV. The spin multiplicity is 2. The maximum force is 0.0360 Eh/bohr. The calculation puts the energy at -3988.78870 hartree. Its charge is -2. As for the HOMO energy (alpha / beta): -0.1401 / -0.1380 Ha. The value obtained for the relative energy (zero: lowest compared OMol25 entry of this formula, charge and spin) is 0.4731 eV.

The following is a quantum chemistry calculation of a 6-piece molecular cluster, C5H20N2O5 overall, from the OMol25 dataset.

The geometry in XYZ format:
```
32
Properties=species:S:1:pos:R:3:forces:R:3:lowdin_charge:R:1
C 2.2594 -1.9056 -0.2146 -0.41 -1.02 1.39 -0.1644
O 3.2716 -2.0848 0.4150 0.24 0.15 -0.26 -0.0050
C -1.0539 -0.2551 -3.0835 -0.08 -1.71 -0.67 -0.0942
C -1.2421 -0.8940 -1.6967 -0.84 3.33 0.65 -0.1681
C -1.2906 0.2732 -0.6938 1.52 -0.71 2.27 -0.3726
C -0.3618 0.2879 0.3139 -2.23 -0.39 -1.83 -0.2114
N -0.3257 1.3041 1.2928 2.75 -0.03 1.62 0.0222
N -2.3115 1.2064 -0.7473 -1.13 -0.52 -0.84 0.1047
H 2.2161 -1.1470 -0.9948 -0.10 0.23 -0.59 0.0736
H 1.3289 -2.4621 0.1260 1.05 0.65 -1.22 0.0603
H -0.9635 -1.1553 -3.7128 -0.84 0.66 -0.75 0.0761
H -0.1099 0.2143 -3.2984 0.73 0.35 0.85 0.0695
H -2.1964 -1.4218 -1.5496 0.36 -0.19 -0.61 0.1213
H -0.3961 -1.5035 -1.4546 0.26 -0.51 0.18 0.0820
H 0.3502 -0.5383 0.2729 -0.08 0.82 0.57 0.0621
H 0.4538 1.0661 1.9201 -0.10 0.39 -0.39 0.0881
H -1.0255 1.5363 1.9870 -1.06 -0.60 -0.80 0.0915
H -2.3669 2.0877 -0.2603 0.82 -0.32 0.31 0.0993
H -1.7858 0.5105 -3.3750 -0.23 -0.81 -0.09 0.0734
H -2.8032 1.2819 -1.6179 -0.12 -0.19 -0.19 0.0836
H -0.7857 -1.8743 1.5939 0.86 0.08 -1.30 0.0204
H -0.3011 -3.1973 1.8721 0.87 -0.41 -0.29 0.0773
O 0.0165 -2.4167 1.3861 -2.24 -0.48 1.56 -0.0996
H 2.1064 2.1140 0.7910 0.17 -0.33 -0.20 0.0068
H 2.9690 1.1631 -0.1067 -0.20 -0.12 0.18 0.0205
O 2.8388 2.0746 0.1637 0.14 0.41 0.11 -0.0426
H -0.4600 2.1171 -1.2382 0.30 -0.23 0.18 -0.0227
H 0.3520 2.8088 -0.1140 -0.16 -0.37 -0.02 -0.0089
O -0.1297 2.9559 -0.9283 0.13 1.61 -0.76 -0.0738
H -0.6236 -0.8487 2.7723 -0.06 0.16 0.49 0.0262
H -1.9142 -1.6668 2.9950 -0.09 0.10 0.41 0.0511
O -1.5766 -0.7695 2.9061 -0.22 0.01 0.06 -0.0467
```
Positions in Å, forces in eV/Å.

For the frontier orbital gap, the calculation gives 7.56 eV. The maximum force is 0.0680 Eh/bohr. The calculation puts the energy at -688.10306 hartree. As for the HOMO energy: -0.2802 Ha. The value obtained for the relative energy (zero: lowest compared OMol25 entry of this formula, charge and spin) is 4.3353 eV.

Q: What is the formula in the second record?
A: C5H20N2O5

Q: Which value of energy does entry 2 give?
A: -688.10306 hartree